Here is a cluster of 2 separate species, C9H11O3P in total in a non-equilibrium geometry from the Open Molecules 2025 dataset. Energies are from ωB97M-V/def2-TZVPD.

Properties
* LUMO level (spin up / spin down): 0.1 / 0.1 eV
* total energy: -916.5538 hartree
* molecular weight: 198.158 g mol⁻¹
* total charge: 0
* frontier orbital gap (spin up / spin down): 8.05 / 8.05 eV

Structure (XYZ):
```
24
Properties=species:S:1:pos:R:3:forces:R:3
C 3.4326 -0.6153 -0.3915 -1.47 0.17 -2.80
C 2.8953 -0.1733 0.7817 0.76 0.55 1.03
C 2.7153 -0.5117 -1.6293 -0.76 -0.79 1.95
C 1.5442 0.2175 0.8910 1.82 0.22 -1.75
C 1.3664 -0.1041 -1.5868 1.03 -0.91 0.61
C 0.8302 0.2572 -0.3020 0.05 -0.54 -1.11
C -2.3848 -1.3683 -0.5190 -0.81 3.03 -3.32
C -2.0046 -2.1768 0.5916 1.52 -1.08 0.48
C -2.2311 2.3482 1.0832 -1.37 2.83 -1.53
O -3.2545 -1.3897 -1.3285 1.21 -0.25 1.32
O -0.8792 1.9028 -1.5526 -0.39 -0.92 0.05
O -1.3575 1.2820 0.9024 0.65 -1.15 0.80
P -0.8420 0.7876 -0.5645 -2.05 -0.30 0.61
H 4.3685 -1.1092 -0.5120 0.91 0.19 0.55
H 3.6790 0.0057 1.5437 -1.15 -0.49 0.27
H 3.2349 -0.9754 -2.4570 -0.44 0.40 -0.51
H 1.2323 0.6624 1.7985 -0.78 0.14 0.68
H 0.6980 -0.2202 -2.4774 0.74 0.57 0.89
H -1.8777 -1.4860 1.3945 0.23 0.39 0.89
H -0.9716 -2.5481 0.3317 -1.02 0.03 0.47
H -2.7274 -2.9493 0.8627 0.15 -0.09 -0.27
H -1.8107 3.1978 1.7043 -0.32 -1.44 -0.18
H -3.3103 2.1291 1.3514 1.48 -0.44 0.27
H -2.3452 2.8368 0.0840 0.00 -0.14 0.60
```
Positions in Å, forces in eV/Å.



Here is the molecule C9H11OP in a non-equilibrium geometry from the Open Molecules 2025 dataset. Energies are from ωB97M-V/def2-TZVPD.

Properties
* LUMO level: 1.0 eV
* total energy: -766.0328 hartree
* SMILES: Cc1cccc(O[C@@H]2CP2)c1
* molecular weight: 166.160 g mol⁻¹
* total charge: 0
* frontier orbital gap: 9.53 eV

Structure (XYZ):
```
22
Properties=species:S:1:pos:R:3:forces:R:3
C 3.2625 -1.0351 0.3846 2.07 -1.94 -1.56
C 2.0327 -0.3207 0.0585 2.57 -0.28 -1.27
C 2.0781 0.4395 -1.0956 -2.83 1.07 1.05
C 0.9980 1.2731 -1.2808 1.06 -0.61 -0.55
C -0.0949 1.2644 -0.4402 -2.00 2.01 -2.47
C -0.2253 0.2882 0.4775 1.82 0.11 2.15
O -1.3156 0.0325 1.2251 -0.26 -1.05 0.86
C -2.5787 0.4498 0.8267 0.15 0.70 -0.79
C -3.6413 -0.5271 0.4449 -2.24 1.58 0.28
P -2.8943 0.4221 -1.0038 0.16 -1.75 -0.02
C 0.9882 -0.3606 0.8678 -4.59 -1.53 1.55
H 3.1087 -2.0314 0.7866 -0.33 -0.23 0.13
H 3.9077 -1.2453 -0.6097 -1.05 0.93 2.53
H 3.7442 -0.4943 1.1919 0.83 0.16 -0.30
H 2.7812 0.3103 -1.8374 1.72 -0.09 -1.17
H 0.9375 1.8182 -2.1891 -0.02 0.79 -0.53
H -0.9297 1.9129 -0.8404 0.89 -0.78 1.12
H -2.8835 1.3548 1.3567 -0.07 -0.20 -0.13
H -3.5293 -1.5841 0.5316 0.38 -0.46 0.04
H -4.7303 -0.1812 0.7006 2.20 -0.67 -0.37
H -1.8417 -0.6378 -1.2137 -1.17 1.17 0.11
H 0.8257 -1.1482 1.6583 0.72 1.06 -0.65
```
Positions in Å, forces in eV/Å.